Computed, not measured: 8 unconnected molecules or ions with the total composition C43H108N8O7, with the ωB97M-V functional and the def2-TZVPD basis.

```
166
C43H108N8O7 (the ωB97M-V functional and the def2-TZVPD basis)
C -1.242 1.330 3.503
N -0.600 1.302 4.912
C 0.820 0.775 4.600
C -0.504 2.768 5.362
C -1.234 0.471 6.018
C -2.095 -0.725 5.583
O -1.410 -1.757 4.810
H -1.301 0.282 3.210
H -0.644 1.993 2.878
H -2.242 1.760 3.561
H 1.467 0.812 5.477
H 1.199 1.362 3.763
H 0.739 -0.265 4.286
H -0.146 2.867 6.387
H -1.474 3.265 5.327
H 0.162 3.297 4.679
H -1.882 1.209 6.491
H -0.459 0.200 6.735
H -3.031 -0.281 5.243
H -2.380 -1.188 6.528
H -1.837 -2.614 4.879
C 5.154 -0.135 2.393
N 5.116 1.301 1.808
C 5.173 2.321 3.004
C 6.513 1.469 1.155
C 3.890 1.509 0.822
C 3.883 2.666 -0.081
O 4.843 2.769 -1.151
H 5.335 -0.797 1.546
H 4.194 -0.377 2.850
H 5.857 -0.358 3.196
H 6.087 2.099 3.555
H 4.275 2.129 3.591
H 5.326 3.245 2.447
H 6.605 0.623 0.475
H 7.079 1.401 2.084
H 6.621 2.413 0.620
H 3.014 1.548 1.470
H 3.674 0.604 0.254
H 3.874 3.639 0.411
H 2.883 2.669 -0.514
H 4.549 3.549 -1.626
C -0.810 4.510 0.089
N -0.513 5.547 -0.999
C 0.809 6.251 -0.600
C -0.305 4.800 -2.339
C -1.661 6.602 -1.170
C -3.062 6.047 -1.564
O -3.422 6.008 -2.961
H -1.589 3.821 -0.238
H -1.278 4.996 0.946
H 0.095 3.944 0.309
H 1.608 5.532 -0.780
H 0.728 6.610 0.426
H 0.883 7.128 -1.242
H 0.026 5.409 -3.180
H -1.231 4.375 -2.725
H 0.430 3.995 -2.326
H -1.276 7.317 -1.897
H -1.781 7.158 -0.240
H -3.753 6.661 -0.986
H -3.158 5.075 -1.080
H -4.300 6.310 -3.203
C -2.235 -6.244 -0.175
C -2.845 -6.091 -1.577
C -2.824 -4.683 -2.021
O -3.398 -3.824 -0.958
C -3.062 -2.465 -1.027
N -1.931 -6.927 -2.541
H -1.107 -6.360 -2.687
H -1.566 -7.739 -2.064
H -2.370 -7.168 -3.418
H -2.060 -7.294 0.058
H -2.986 -5.971 0.566
H -1.265 -5.755 -0.080
H -3.889 -6.393 -1.656
H -3.490 -4.586 -2.878
H -1.887 -4.306 -2.431
H -2.888 -2.157 -2.058
H -2.141 -2.372 -0.451
H -3.727 -1.772 -0.510
C 2.668 -7.555 0.437
C 2.090 -6.429 1.356
C 2.796 -5.075 1.019
N 2.280 -3.950 1.907
C 2.476 -4.291 3.407
C 3.018 -2.562 1.662
C 1.935 -1.460 2.024
C 0.633 -2.271 2.317
C 0.766 -3.617 1.636
H 2.358 -7.302 -0.577
H 2.147 -8.503 0.575
H 3.716 -7.840 0.529
H 2.168 -6.845 2.360
H 1.010 -6.331 1.244
H 2.716 -4.753 -0.019
H 3.879 -5.154 1.113
H 2.069 -3.535 4.079
H 3.533 -4.536 3.507
H 1.787 -5.118 3.586
H 3.922 -2.608 2.271
H 3.411 -2.428 0.655
H 2.265 -0.856 2.870
H 1.619 -0.846 1.180
H 0.333 -2.314 3.364
H -0.289 -2.028 1.788
H 0.190 -4.382 2.158
H 0.621 -3.548 0.558
C -3.414 0.689 1.198
C -4.714 0.503 0.434
C -5.715 1.670 0.842
N -6.985 1.864 -0.093
C -7.775 0.559 -0.157
C -6.748 2.432 -1.496
C -6.478 3.937 -1.348
C -7.714 4.284 -0.527
C -7.799 3.130 0.476
H -2.636 0.189 0.621
H -3.574 0.362 2.225
H -3.071 1.724 1.205
H -5.228 -0.440 0.618
H -4.573 0.568 -0.645
H -5.251 2.642 1.012
H -6.075 1.417 1.840
H -8.097 0.441 0.878
H -7.155 -0.325 -0.307
H -8.580 0.637 -0.887
H -7.688 2.375 -2.044
H -5.986 1.870 -2.037
H -6.434 4.365 -2.349
H -5.581 4.217 -0.796
H -8.708 4.332 -0.973
H -7.653 5.241 -0.009
H -8.836 2.804 0.409
H -7.391 3.337 1.465
C 5.506 -2.615 -2.579
C 4.993 -1.200 -3.003
C 3.476 -1.157 -3.543
N 3.309 -0.153 -4.682
C 3.895 1.228 -4.285
C 3.936 -0.674 -6.024
C 2.701 -1.203 -6.829
C 1.593 -0.147 -6.438
C 1.775 0.083 -4.932
H 6.471 -2.558 -2.076
H 5.625 -3.404 -3.322
H 4.921 -3.022 -1.755
H 5.674 -0.956 -3.819
H 5.214 -0.444 -2.249
H 2.780 -0.922 -2.737
H 3.148 -2.107 -3.966
H 3.814 1.975 -5.075
H 4.928 0.980 -4.040
H 3.308 1.574 -3.434
H 4.416 0.184 -6.494
H 4.699 -1.447 -5.935
H 2.828 -1.286 -7.908
H 2.394 -2.204 -6.528
H 1.612 0.745 -7.064
H 0.642 -0.583 -6.744
H 1.400 1.091 -4.757
H 1.198 -0.644 -4.361
N 0.203 0.752 -0.713
O 0.851 1.072 -1.699
O -0.422 -0.299 -0.699
O 0.232 1.522 0.258
```

Properties
Spin multiplicity: 2
Net charge: +7
LUMO level (alpha / beta), eV: -15.79 / -19.97
Gap between HOMO and LUMO (alpha / beta), eV: 7.9 / 3.7